(1)
Below is a molecular structure, C17H31F3O, with properties calculated with ωB97M-V/def2-TZVPD.

Geometry as XYZ:
```
52
Properties=species:S:1:pos:R:3:forces:R:3
C 5.254 -3.304 1.277 -1.68 3.51 -8.51
H 4.978 -2.149 1.268 0.87 -2.30 0.58
C 3.996 -4.008 0.484 7.76 -3.03 -0.21
C 2.848 -3.911 1.278 -0.60 2.15 2.66
C 1.862 -4.725 0.603 -4.49 -6.43 10.20
C 1.381 -4.502 -0.629 -1.38 0.27 -7.14
C 0.969 -3.072 -0.727 -10.39 -5.17 -7.47
C -0.402 -2.696 -0.204 -0.06 -1.73 6.28
C -0.905 -1.333 -0.534 0.27 3.50 2.10
C -2.106 -0.833 0.392 -1.81 -5.12 -0.76
C -2.926 0.295 0.001 4.84 3.95 -1.88
C -1.908 1.531 0.102 -0.63 4.40 2.16
C -1.024 2.228 -1.175 -9.17 -10.36 1.29
C -0.219 3.185 -0.811 11.03 5.45 -0.23
C -0.625 4.490 -0.323 0.44 -1.65 5.52
C -1.651 5.143 -0.953 -6.16 2.13 -2.67
C -1.973 6.582 -0.368 -10.85 -15.99 0.34
O -1.470 7.517 -0.421 8.28 14.11 -0.63
C -3.521 6.391 0.372 9.36 -0.34 5.23
F -4.486 6.036 -0.217 -7.36 -1.14 -5.20
F -3.259 5.291 1.228 0.76 -0.84 -0.15
F -3.693 7.295 1.293 -1.14 2.76 0.32
H -2.674 4.491 -1.164 2.51 1.78 0.95
H -1.279 5.332 -1.880 0.53 1.14 -3.59
H -1.218 4.185 0.524 0.84 0.15 2.08
H 0.125 5.239 -0.056 0.50 -0.75 0.04
H 0.808 2.898 -0.178 -2.75 0.19 -1.48
H 0.181 3.414 -1.841 0.93 0.21 0.50
H -0.626 1.216 -1.424 0.36 1.40 -1.18
H -1.919 2.527 -1.711 0.49 0.05 -1.24
H -2.588 2.445 0.535 1.66 -1.83 -0.80
H -1.080 1.423 0.842 -0.81 -0.38 0.05
H -3.736 0.564 0.605 -1.44 -0.17 0.43
H -2.953 0.426 -1.066 -1.69 -0.98 -0.80
H -2.808 -1.676 0.315 -0.24 -0.54 -0.18
H -2.041 -0.894 1.474 1.40 0.47 0.23
H -1.190 -1.230 -1.670 0.85 0.24 2.18
H -0.147 -0.568 -0.016 -0.55 -1.27 -2.51
H -1.225 -3.438 -0.243 0.67 -0.03 -0.97
H -0.225 -2.856 1.071 -0.84 1.21 -2.97
H 0.611 -2.818 -1.801 2.02 -0.43 0.66
H 1.627 -2.523 -0.436 7.52 6.87 3.21
H 0.543 -5.229 -0.930 1.26 1.11 0.40
H 2.258 -4.681 -1.328 -1.15 0.14 -0.03
H 2.014 -6.000 0.691 0.24 3.61 0.28
H 0.827 -4.568 1.393 2.46 -0.86 -1.92
H 2.597 -2.804 1.376 -0.33 -1.08 -0.44
H 3.090 -4.100 2.382 -0.64 -0.58 -1.58
H 3.926 -3.739 -0.602 0.13 0.03 1.18
H 4.412 -5.312 0.491 -1.42 3.70 -0.32
H 6.151 -3.443 0.569 -1.07 0.41 1.36
H 5.416 -3.731 2.141 0.67 -1.93 4.65
```
Positions in Å, forces in eV/Å.

Summary:
Kohn-Sham gap = 9.99 eV
2S+1 = 1
Energy = -28318.3111 eV
Net charge = 0
Relative energy (zero: lowest compared OMol25 entry of this formula, charge and spin) = 1418.8 kJ/mol
Highest occupied orbital energy = -9.1973 eV

(2)
Below is a molecular structure, C17H31N2O2P2Pd, with properties calculated with ωB97M-V/def2-TZVPD.

Geometry as XYZ:
```
55
Properties=species:S:1:pos:R:3:forces:R:3
Pd -0.002 0.415 -0.090 1.35 0.59 -0.89
P -1.518 -0.465 1.368 -0.57 -0.68 0.71
C -2.439 -1.709 0.419 2.19 -1.92 -0.49
C -2.209 -1.638 -0.992 -0.11 0.49 -1.88
N -1.294 -0.723 -1.519 -1.47 0.44 0.05
C -1.337 -0.322 -2.808 -0.49 -0.61 0.24
C -2.325 -0.843 -3.653 0.38 0.03 0.33
C -3.164 -1.881 -3.202 0.30 0.55 -1.34
C -3.033 -2.355 -1.936 0.37 0.23 2.08
C -0.337 0.741 -3.292 -0.37 -0.13 0.63
P 1.130 0.735 -2.150 -0.18 -0.05 -0.31
H -3.625 -3.171 -1.529 -0.10 0.14 -0.28
H -2.376 -0.413 -4.643 -0.30 -0.23 -0.13
H -3.912 -2.286 -3.886 0.28 -0.02 0.22
H -0.019 0.557 -4.332 -0.15 0.02 0.41
H -0.798 1.749 -3.258 0.10 -0.53 0.04
H -0.097 -3.435 0.701 0.36 -0.08 0.95
H -2.601 -2.753 0.780 -0.64 1.04 0.03
H 2.140 -2.648 -0.014 0.23 0.05 0.19
O 0.451 -4.052 1.241 -0.69 0.14 -2.19
H 0.506 -4.749 0.545 0.33 0.07 1.09
H 1.345 -0.269 -0.122 0.11 -0.39 -0.01
O 2.758 -1.930 -0.222 0.23 0.56 1.32
H 3.088 -1.622 0.671 -0.49 -0.59 -1.35
C 2.120 -0.563 -2.934 0.28 -0.06 0.01
H 2.147 -0.385 -4.012 0.05 0.07 0.08
H 3.137 -0.542 -2.536 -0.14 -0.14 0.00
H 1.691 -1.553 -2.756 0.06 0.20 0.11
C 1.993 2.294 -2.466 0.27 0.14 0.05
H 2.725 2.431 -1.660 -0.14 0.07 -0.20
H 2.521 2.280 -3.430 -0.20 -0.04 0.24
H 1.291 3.138 -2.449 0.15 -0.23 0.09
C -2.954 0.650 1.442 0.18 0.20 0.41
H -3.689 0.129 2.067 -0.06 0.45 -0.10
H -2.678 1.634 1.838 -0.24 -0.19 -0.02
H -3.333 0.724 0.416 -0.02 0.19 0.26
C -1.130 -1.053 3.031 -0.61 -0.23 0.22
H -0.681 -0.237 3.612 -0.02 -0.10 -0.26
H -2.067 -1.365 3.508 0.24 -0.02 0.10
H -0.434 -1.900 2.999 -0.16 0.23 -0.06
C -0.195 3.449 0.998 -0.59 0.44 -0.28
C 0.723 2.657 1.817 1.24 0.35 1.87
C 1.366 3.088 2.997 -0.47 -0.28 -1.20
C 2.066 1.986 3.493 -0.28 -1.31 -0.75
C 1.817 0.897 2.617 -0.18 1.90 0.78
C 2.282 -0.484 2.820 0.45 -0.69 0.30
N 1.019 1.353 1.604 -0.37 -0.21 -0.35
H -0.399 2.980 0.032 -0.02 -0.05 -0.31
H 0.226 4.438 0.813 -0.14 0.04 -0.15
H -1.160 3.590 1.498 0.00 0.08 -0.14
H 1.320 4.090 3.390 0.02 0.06 0.11
H 2.678 1.925 4.376 0.04 0.04 0.12
H 3.347 -0.601 2.588 -0.03 -0.16 -0.26
H 2.223 -0.718 3.883 -0.01 -0.07 0.10
H 1.695 -1.265 2.328 0.04 0.18 -0.22
```
Positions in Å, forces in eV/Å.

Summary:
Kohn-Sham gap (alpha / beta) = 5.40 / 3.66 eV
2S+1 = 3
Energy = -47256.0176 eV
Net charge = +1
Relative energy (zero: lowest compared OMol25 entry of this formula, charge and spin) = 332.8 kJ/mol
Highest occupied orbital energy (alpha / beta) = -8.9752 / -8.9782 eV
⟨S²⟩ = 2.044